[1]
{
  "formula": "C6H8N2S3",
  "method": "wB97M-V/def2-TZVPD",
  "species": ["C", "C", "C", "C", "C", "C", "N", "N", "S", "S", "S", "H", "H", "H", "H", "H", "H", "H", "H"],
  "coordinates": [[-0.018, -0.340, -1.283], [1.614, 1.919, 0.405], [0.283, 1.013, 0.733], [0.138, -0.268, 0.061], [-2.487, 1.310, -0.015], [0.391, -3.040, -0.136], [-0.240, -0.370, -2.407], [2.802, 1.624, 0.358], [3.812, 0.445, 0.185], [-0.946, 2.236, 0.158], [0.494, -1.676, 1.094], [1.279, 3.011, 0.386], [0.508, 0.914, 1.743], [-2.661, 0.447, 0.736], [-2.634, 0.847, -1.002], [-3.394, 2.008, 0.028], [-0.075, -2.613, -1.051], [-0.121, -3.907, 0.293], [1.257, -3.559, -0.287]],
  "forces_ev_per_angstrom": [[-0.25, -0.04, -0.35], [-3.08, 1.78, 0.34], [1.45, 1.58, -2.59], [1.36, -1.14, 2.51], [-2.13, -1.04, 0.45], [-2.49, 0.91, 0.63], [-0.19, -0.15, -1.57], [0.53, -0.13, -0.49], [0.78, -0.86, 0.09], [-0.72, -0.16, 0.46], [-0.32, 0.06, -1.28], [0.83, -1.26, 0.02], [-0.76, -0.32, 2.29], [0.50, 1.66, -0.88], [0.65, 0.11, 0.15], [1.50, -0.64, 0.43], [0.36, -0.85, 0.64], [-1.14, 0.68, 0.07], [3.14, -0.20, -0.90]],
  "homo_ev": [-8.48, -8.03],
  "e_above_lowest_kj_mol": 396.4,
  "homo_lumo_gap_ev": [7.15, 6.76],
  "spin_multiplicity": 1,
  "total_energy_ha": -1537.341246,
  "lumo_ev": [-1.34, -1.27]
}

=====

[2]
{
  "formula": "C6H8N3O",
  "method": "wB97M-V/def2-TZVPD",
  "species": ["C", "C", "C", "C", "C", "C", "N", "N", "N", "O", "H", "H", "H", "H", "H", "H", "H", "H"],
  "coordinates": [[2.967, 0.105, -0.016], [2.068, 1.226, 0.083], [1.019, -0.697, 0.157], [-0.214, -1.321, -0.012], [-0.472, 1.138, -0.053], [-1.201, -0.139, -0.370], [2.280, -1.020, 0.120], [0.877, 0.677, 0.157], [-2.455, -0.697, 0.208], [-0.544, -2.430, 0.076], [3.950, 0.145, -0.245], [2.218, 2.316, 0.291], [-0.548, 1.977, -0.903], [-0.679, 1.728, 0.779], [-1.208, -0.331, -1.413], [-2.140, -1.775, 0.107], [-3.437, -0.406, -0.150], [-2.481, -0.496, 1.186]],
  "forces_ev_per_angstrom": [[-3.56, 1.56, 1.09], [1.87, 0.76, 0.33], [0.84, 1.50, 0.11], [1.67, 4.10, 0.33], [0.17, 2.57, -2.21], [0.10, -1.65, 0.30], [0.98, -1.27, -0.79], [-0.93, -1.03, -0.73], [-1.05, -0.21, -1.04], [-2.44, -4.14, 0.13], [3.04, 0.02, -0.18], [0.02, -1.27, -0.77], [0.35, -2.21, 1.39], [-1.43, 0.50, 1.84], [-0.66, 0.44, -1.27], [-1.20, 1.10, 0.23], [2.26, -0.82, 0.13], [-0.03, 0.05, 1.11]],
  "charge": 1,
  "homo_ev": -12.97,
  "e_above_lowest_kj_mol": 228.6,
  "smiles": "[NH3+][C@H]1Cn2ccnc2C1=O",
  "homo_lumo_gap_ev": 8.96,
  "spin_multiplicity": 1,
  "total_energy_ha": -472.627580,
  "lumo_ev": -4.01
}

=====

[3]
{
  "formula": "C6H8N3O4S2",
  "method": "wB97M-V/def2-TZVPD",
  "species": ["C", "S", "O", "O", "C", "N", "N", "C", "S", "C", "O", "O", "H", "H", "H", "H", "H", "C", "C", "N", "H", "H", "H"],
  "coordinates": [[-1.540, -1.797, 2.688], [-1.526, -2.113, 0.929], [-2.891, -2.292, 0.489], [-0.693, -3.262, 0.697], [-0.846, -0.640, 0.067], [-0.366, -1.015, -1.256], [-1.901, 0.425, -0.006], [-2.143, 0.686, -1.163], [-2.870, 1.251, -2.451], [0.322, -0.023, 0.948], [0.412, 1.205, 1.031], [1.068, -0.857, 1.464], [-2.450, -1.287, 3.000], [-1.514, -2.774, 3.165], [-0.683, -1.209, 3.008], [-0.422, -2.023, -1.366], [0.616, -0.752, -1.325], [3.164, 3.175, -1.671], [2.396, 1.936, -1.632], [1.780, 0.973, -1.598], [2.670, 3.895, -2.320], [3.238, 3.591, -0.668], [4.164, 2.978, -2.052]],
  "forces_ev_per_angstrom": [[-0.05, 0.43, 0.37], [-0.72, -0.59, -0.08], [-0.38, 0.47, 0.13], [0.71, 0.06, -0.08], [0.73, 1.24, 0.80], [-0.06, -0.50, 0.54], [0.96, -1.73, -1.06], [-2.02, 1.26, 0.49], [0.56, -0.18, -0.19], [0.51, 0.62, 0.33], [-0.69, 0.43, -0.36], [0.37, -1.28, 0.20], [-0.11, 0.03, -0.38], [0.08, -0.11, -0.19], [0.18, -0.16, -0.26], [-0.01, -0.01, -0.06], [-0.25, 0.00, -0.04], [-0.05, -0.07, 0.07], [0.05, 0.20, 0.00], [0.23, -0.12, -0.24], [-0.01, 0.01, 0.00], [-0.02, -0.01, 0.02], [0.01, 0.01, 0.00]],
  "charge": -1,
  "homo_ev": -4.89,
  "homo_lumo_gap_ev": 7.82,
  "spin_multiplicity": 1,
  "total_energy_ha": -1495.065765,
  "lumo_ev": 2.93
}

=====

[4]
{
  "formula": "C6H8N4",
  "method": "wB97M-V/def2-TZVPD",
  "species": ["C", "C", "C", "C", "C", "C", "N", "N", "N", "N", "H", "H", "H", "H", "H", "H", "H", "H"],
  "coordinates": [[-3.301, -3.218, 0.396], [-2.531, -2.342, 0.645], [-1.645, -0.298, 1.940], [-0.665, 0.596, 1.650], [-1.561, -1.341, 0.956], [1.946, -0.319, -0.553], [-0.545, -1.093, 0.168], [-0.025, 0.056, 0.597], [-0.013, 1.804, -1.345], [1.030, 0.588, 0.009], [-4.236, -3.749, 0.086], [-2.514, -0.122, 2.603], [-0.391, 1.625, 2.021], [2.618, -0.767, 0.282], [1.624, -1.162, -1.101], [2.758, 0.351, -1.041], [0.333, 2.729, -1.198], [0.357, 1.485, -2.228]],
  "forces_ev_per_angstrom": [[-2.67, -0.96, -0.82], [1.15, 0.26, 0.57], [-2.23, 0.14, 0.73], [-0.06, 1.30, 0.62], [-0.27, 1.14, 0.50], [4.12, 1.04, 0.59], [0.29, -0.45, -0.72], [0.71, -0.99, -0.47], [-0.21, -2.04, 0.98], [-0.75, 2.66, -0.18], [1.76, 0.52, 0.56], [0.98, -0.33, -0.31], [-0.36, -1.63, -0.41], [-1.38, 0.64, -0.70], [-0.67, -0.56, -1.01], [-1.57, -1.33, 0.12], [0.82, 0.69, 0.32], [0.36, -0.12, -0.38]],
  "homo_ev": [-8.31, -8.92],
  "e_above_lowest_kj_mol": 669.3,
  "homo_lumo_gap_ev": [8.19, 8.35],
  "spin_multiplicity": 1,
  "total_energy_ha": -452.206748,
  "lumo_ev": [-0.13, -0.58]
}

=====

[5]
{
  "formula": "C6H8N4O",
  "method": "wB97M-V/def2-TZVPD",
  "species": ["C", "C", "C", "C", "C", "C", "N", "N", "N", "N", "O", "H", "H", "H", "H", "H", "H", "H", "H"],
  "coordinates": [[-1.456, -1.669, 0.029], [-2.765, -1.116, 0.145], [-0.500, -0.648, -0.023], [-0.258, 1.710, -0.085], [1.060, 1.545, -0.173], [0.995, -0.842, -0.196], [-1.041, 0.538, 0.106], [-2.837, 0.166, 0.024], [1.674, 0.423, 0.185], [3.089, 0.251, 0.234], [-3.692, 1.071, 0.213], [-1.240, -2.747, -0.139], [-3.558, -1.834, 0.316], [-0.737, 2.658, -0.177], [1.729, 2.467, 0.004], [1.453, -1.548, 0.523], [1.140, -1.176, -1.165], [3.459, 1.163, 0.578], [3.486, -0.411, -0.401]],
  "forces_ev_per_angstrom": [[0.60, -0.23, -0.26], [1.92, -2.01, -0.08], [-0.60, -1.84, 0.74], [-1.47, -0.84, -0.79], [1.67, 3.99, 1.26], [-0.06, 1.38, 3.26], [-1.08, 0.79, 0.05], [-0.24, 3.13, 0.18], [0.45, -3.94, -0.92], [-1.42, 2.04, 1.85], [1.72, -1.69, -0.20], [-0.31, 1.10, 0.37], [-0.65, 0.90, -0.19], [-0.30, 0.25, 0.08], [-1.17, -1.26, -0.90], [-0.75, -0.20, -0.45], [0.86, -0.45, -2.30], [0.45, -1.73, -1.00], [0.41, 0.60, -0.71]],
  "homo_ev": [-7.14, -7.14],
  "e_above_lowest_kj_mol": 627.2,
  "homo_lumo_gap_ev": [7.44, 7.44],
  "spin_multiplicity": 1,
  "total_energy_ha": -527.459587,
  "lumo_ev": [0.30, 0.30]
}

=====

[6]
{
  "formula": "C6H8N4O2",
  "method": "wB97M-V/def2-TZVPD",
  "species": ["C", "C", "C", "N", "N", "C", "C", "C", "O", "O", "N", "N", "H", "H", "H", "H", "H", "H", "H", "H"],
  "coordinates": [[3.459, 0.935, 0.062], [2.671, -0.368, -0.111], [1.196, -0.127, -0.092], [0.574, 0.047, -1.263], [-0.722, 0.258, -1.241], [-1.324, 0.287, -0.051], [-2.814, 0.481, -0.047], [-3.573, -0.832, -0.116], [-4.515, -1.002, -0.831], [-3.199, -1.779, 0.782], [-0.703, 0.144, 1.120], [0.594, -0.070, 1.098], [3.038, 1.551, 0.854], [4.494, 0.699, 0.296], [3.451, 1.501, -0.868], [2.902, -1.064, 0.694], [2.927, -0.825, -1.064], [-3.113, 0.975, 0.876], [-3.103, 1.070, -0.911], [-2.240, -1.882, 0.816]],
  "forces_ev_per_angstrom": [[0.01, -0.18, -0.19], [-0.10, 0.10, 0.02], [0.07, 0.01, -0.02], [-0.37, 0.05, 0.04], [0.40, -0.07, 0.01], [-0.13, 0.16, 0.03], [0.33, -0.13, -0.16], [-0.35, -0.05, -0.14], [0.09, 0.09, 0.25], [-0.03, -0.38, -0.35], [0.31, -0.11, -0.09], [-0.31, 0.04, -0.06], [0.05, 0.01, 0.11], [0.05, 0.09, 0.07], [-0.07, 0.11, 0.02], [0.03, -0.02, 0.04], [0.02, -0.11, 0.00], [0.01, 0.04, 0.05], [-0.04, 0.06, 0.01], [0.03, 0.30, 0.36]],
  "homo_ev": -9.84,
  "e_above_lowest_kj_mol": 252.0,
  "smiles": "CCc1nnc(CC(=O)O)nn1",
  "homo_lumo_gap_ev": 8.64,
  "spin_multiplicity": 1,
  "total_energy_ha": -602.883583,
  "lumo_ev": -1.20
}

=====

[7]
{
  "formula": "C6H8N6O",
  "method": "wB97M-V/def2-TZVPD",
  "species": ["N", "N", "N", "O", "C", "C", "C", "C", "C", "N", "N", "N", "C", "H", "H", "H", "H", "H", "H", "H", "H"],
  "coordinates": [[1.424, 1.219, 2.260], [0.921, -0.857, -1.326], [-1.298, -0.356, -1.124], [-2.530, 0.153, -0.674], [0.360, 1.912, 2.351], [2.040, -0.861, -0.687], [1.282, 0.600, 1.076], [0.089, 0.777, 0.487], [-0.131, -0.129, -0.729], [2.937, -1.403, -1.439], [2.281, -0.228, 0.516], [-0.565, 1.689, 1.359], [-3.482, -0.859, -0.896], [0.084, 2.549, 3.123], [2.541, -1.358, -2.353], [3.865, -0.862, -1.362], [2.908, -0.480, 1.268], [-1.451, 2.120, 1.218], [-3.396, -1.324, -1.942], [-3.386, -1.743, -0.313], [-4.494, -0.559, -0.813]],
  "forces_ev_per_angstrom": [[1.98, -0.17, -0.04], [-2.63, 2.20, 1.61], [-1.72, -2.59, -3.09], [1.26, 0.80, 1.11], [-2.79, 0.26, -0.63], [-3.25, 2.07, 1.67], [0.62, -1.46, -0.96], [0.52, -0.30, -0.88], [-1.80, 1.79, 2.73], [7.12, -0.34, -0.62], [-0.20, 0.40, 0.93], [1.69, -1.37, -1.04], [0.57, -1.70, -2.83], [-0.16, 1.03, 1.39], [0.32, -0.49, -0.81], [-1.68, -1.56, -0.35], [0.58, -0.58, -0.82], [-0.39, 0.15, 0.00], [0.14, 1.11, 1.04], [0.57, -0.48, 1.24], [-0.76, 1.23, 0.35]],
  "homo_ev": -7.78,
  "e_above_lowest_kj_mol": 158.7,
  "homo_lumo_gap_ev": 8.58,
  "spin_multiplicity": 1,
  "total_energy_ha": -637.109615,
  "lumo_ev": 0.80
}

=====

[8]
{
  "formula": "C6H8NO",
  "method": "wB97M-V/def2-TZVPD",
  "species": ["C", "C", "C", "C", "C", "C", "N", "O", "H", "H", "H", "H", "H", "H", "H", "H"],
  "coordinates": [[-0.622, -1.435, 0.201], [-0.099, -0.581, 1.305], [-0.849, 0.071, 0.130], [1.350, -0.373, 1.541], [-0.052, 0.757, -0.791], [-0.508, 1.648, -1.811], [2.278, -0.662, 0.737], [2.944, -1.104, -0.130], [0.025, -1.920, -0.530], [-1.487, -2.021, 0.348], [-0.845, -0.709, 2.110], [-1.814, 0.560, 0.578], [1.538, 0.121, 2.444], [0.249, 1.523, -2.632], [-0.480, 2.741, -1.682], [-1.629, 1.384, -1.818]],
  "forces_ev_per_angstrom": [[1.57, -0.35, 0.16], [-0.96, -2.69, -0.49], [-0.77, 2.54, 0.83], [-0.80, -0.38, -1.10], [-1.94, -0.01, 0.80], [0.02, 0.00, -0.18], [-0.31, 0.57, 1.90], [0.22, -0.50, -1.27], [0.20, 0.56, 0.10], [-1.07, -0.23, 0.32], [1.13, 0.68, 0.19], [1.42, -0.90, -1.75], [0.92, 0.71, 1.23], [-1.41, -0.18, -0.22], [0.25, -0.18, 0.70], [1.53, 0.35, -1.23]],
  "charge": 1,
  "homo_ev": [-12.50, -13.58],
  "e_above_lowest_kj_mol": 646.6,
  "homo_lumo_gap_ev": [5.78, 7.09],
  "spin_multiplicity": 1,
  "total_energy_ha": -362.851008,
  "lumo_ev": [-6.71, -6.48]
}